Entry 1:
The following is a quantum chemistry calculation of C5H6NOP in the gas phase in a non-equilibrium geometry, from OMol25.

Geometry as XYZ:
```
14
Properties=species:S:1:pos:R:3:forces:R:3
C -1.2860 1.2968 1.0424 -0.7 -0.1 -0.8
C -0.5318 0.1978 1.4856 0.2 -1.2 0.2
C -1.0459 1.4151 -0.2935 0.8 0.3 -1.3
C 0.1528 -0.3221 0.4039 -0.1 -0.5 2.2
C 1.3003 -1.2771 0.2563 -3.1 -0.4 -4.6
N -0.1887 0.4001 -0.6606 0.5 0.6 -2.2
O 1.5797 -1.1634 -1.2770 0.3 -0.1 1.9
P 0.7667 0.0011 -2.1034 -0.2 -0.7 0.2
H -2.1237 1.8319 1.4339 0.1 0.3 1.0
H -0.5607 -0.3358 2.4094 0.0 0.3 0.7
H -1.2405 2.2038 -1.0218 -0.4 -0.4 0.4
H 2.1252 -0.9739 0.7385 3.1 1.3 1.6
H 1.1599 -2.3378 0.4324 -0.5 0.0 0.0
H -0.1073 -0.9363 -2.8461 0.1 0.7 0.7
```
Positions in Å, forces in eV/Å.

- Multiplicity: 1
- Highest occupied orbital energy: -8.40 eV
- Net charge: 0
- SMILES: c1cc2n(c1)POC2
- Frontier orbital gap: 9.23 eV
- Energy: -665.43625 a.u.
- LUMO level: 0.82 eV

Atomic partial charges in e from the Löwdin method, atoms 1 to 4: atom 1 (C): -0.099, atom 2 (C): -0.054, atom 3 (C): -0.142, atom 4 (C): -0.312



Entry 2:
The following is a quantum chemistry calculation of a 4-piece molecular cluster, C4H14O4 overall in a non-equilibrium geometry, from OMol25.

Geometry as XYZ:
```
22
Properties=species:S:1:pos:R:3:forces:R:3
C 0.5180 -0.0236 1.2341 -1.1 1.0 1.1
C 0.1708 -1.1924 0.3977 1.4 0.8 -1.2
C 1.6726 -0.4119 -0.0461 0.8 -1.2 -0.2
C 0.5248 -2.5722 0.7765 -0.4 -1.1 1.0
O -0.0345 1.1674 1.0825 -0.4 -0.2 -0.1
H 0.8820 -0.2559 2.2568 0.2 -0.1 -0.2
H -0.4784 -1.0263 -0.4527 -0.3 0.0 0.2
H 2.5550 -0.4400 0.6231 0.0 -0.1 0.0
H 2.0052 -1.1541 -0.8504 0.0 -0.1 -0.1
H 1.6730 0.5484 -0.5524 -0.4 0.3 0.1
H -0.2928 -3.1844 1.2015 -0.2 0.4 -0.1
H 0.9261 -3.2046 -0.0066 0.2 0.2 -0.7
H 1.2802 -2.6131 1.5562 0.2 0.3 0.2
H 1.4030 0.1097 -2.4433 0.0 -0.2 0.0
H 0.1261 0.5914 -3.0535 0.0 -0.2 0.2
O 0.7981 -0.1017 -3.1622 -0.2 0.4 -0.2
H -1.8210 0.8790 1.2435 0.3 0.1 0.1
H -2.5209 0.7478 2.5691 0.0 0.0 0.0
O -2.7216 0.7758 1.6291 -0.2 -0.1 0.0
H -1.4846 2.4074 -1.3082 0.0 -0.1 0.1
H -0.3949 1.6969 -0.4269 0.0 -0.2 0.0
O -0.6533 1.9296 -1.3730 0.1 0.1 -0.2
```
Positions in Å, forces in eV/Å.

- Multiplicity: 2
- Highest occupied orbital energy (spin up / spin down): 0.02 / -4.46 eV
- Net charge: -1
- Frontier orbital gap (spin up / spin down): 3.97 / 8.35 eV
- Energy: -461.65874 a.u.
- LUMO level (spin up / spin down): 3.99 / 3.89 eV
- <S²>: 0.76

Atomic partial charges in e from the Löwdin method, atoms 1 to 4: atom 1 (C): -0.482, atom 2 (C): -0.253, atom 3 (C): -0.153, atom 4 (C): -0.131



Entry 3:
The following is a quantum chemistry calculation of a 6-piece molecular cluster, C49H79N4O17Si overall in a non-equilibrium geometry, from OMol25.

Geometry as XYZ:
```
150
Properties=species:S:1:pos:R:3:forces:R:3
C 2.7792 2.3525 -2.5596 0.1 -0.1 0.3
C 1.5826 1.4476 -2.2453 0.0 0.3 -1.3
O 1.9144 0.2803 -1.4799 -0.5 0.1 0.3
C 1.9101 0.3327 -0.0983 1.6 0.5 0.6
C 1.9667 1.7447 0.4853 -0.8 0.2 -0.3
N 0.5916 -0.2288 0.4898 -0.3 -0.1 -0.6
C -0.6126 0.2891 -0.1673 -0.6 0.4 -0.2
C -1.0033 -0.1232 -1.4371 0.1 -0.2 0.0
C -2.1631 0.4130 -1.9695 0.3 0.2 0.7
C -2.8741 1.3181 -1.1778 -0.4 0.1 -0.5
N -2.5346 1.7121 0.0455 0.5 -0.4 -0.2
C -1.4055 1.1929 0.5232 0.2 -0.1 0.2
C 0.5147 -1.7042 0.5827 -0.7 -1.0 0.1
C 1.5152 -2.2875 1.5678 0.7 0.4 0.8
C 0.8995 -2.3125 3.0062 0.4 0.9 -0.3
N -0.0095 -1.1979 3.2611 -0.5 -0.2 -0.7
C -0.9777 -1.4602 4.3266 0.6 0.4 0.2
C 1.8823 -3.7547 1.2741 -1.2 0.0 -1.0
C 0.7014 -4.5174 0.6801 1.4 -1.1 0.2
C 0.7406 -5.9930 0.9374 -2.9 1.1 2.0
O -0.2127 -4.9704 1.6024 -0.7 0.7 -0.2
C 2.7580 -1.3477 1.6509 -0.5 -0.2 -0.2
C 3.1150 -0.5560 0.3848 -0.1 -0.2 -0.3
C 4.3833 0.3176 0.6571 -0.2 -0.4 0.3
C 4.6196 0.8277 2.0763 0.9 0.6 -0.2
C 5.9486 1.6141 2.1257 -0.6 -0.2 0.9
C 6.3679 1.8541 3.5952 -0.2 0.0 -0.2
N 6.1795 3.2259 4.0205 0.5 -0.7 0.0
C 7.1156 4.2049 3.8394 -0.5 0.5 0.4
C 6.6037 5.3711 4.3736 0.3 -0.4 -0.4
C 5.3215 5.0693 4.8814 -0.2 -0.1 0.1
C 5.0804 3.7283 4.6591 0.3 0.9 0.0
Si 3.7999 -1.6925 -1.0550 0.2 -0.2 -0.1
C 5.0313 -2.8943 -0.2454 -0.2 0.6 0.1
C 4.7960 -0.7092 -2.3133 -0.1 -0.5 0.0
C 2.5684 -2.7153 -2.0329 -0.2 0.2 -0.4
H 3.6967 1.9359 -2.1473 0.0 0.0 0.1
H 2.9425 2.4047 -3.6326 -0.1 0.1 -0.1
H 2.6496 3.3627 -2.1777 0.0 0.0 0.0
H 0.7292 2.0091 -1.8729 0.1 -0.1 0.4
H 1.2374 1.0625 -3.2039 -0.1 -0.3 0.1
H 1.9789 1.7110 1.5723 0.3 0.0 0.1
H 1.0640 2.3004 0.2266 0.0 0.0 -0.1
H 2.7957 2.3249 0.1037 0.2 -0.1 0.1
H 0.5569 0.1183 1.4493 -0.1 -0.2 0.1
H -0.4119 -0.8497 -1.9779 0.0 0.0 -0.1
H -2.5208 0.1612 -2.9549 0.0 0.0 -0.1
H -3.7790 1.7445 -1.5923 0.0 0.1 0.1
H -1.1048 1.4931 1.5254 -0.1 0.1 0.0
H 0.5379 -2.1261 -0.4158 0.5 0.2 -0.1
H -0.4870 -1.9190 0.9557 -0.1 0.1 0.0
H 1.7505 -2.2172 3.6917 0.0 -0.6 0.1
H 0.3941 -3.2623 3.1493 -0.3 0.1 0.2
H 0.5000 -0.3426 3.4398 0.1 -0.1 0.5
H -1.6201 -0.5919 4.4483 -0.2 0.0 0.0
H -0.4605 -1.6234 5.2787 -0.2 -0.2 0.1
H -1.5738 -2.3316 4.0765 -0.1 0.0 0.0
H 2.0486 -4.3088 2.1951 0.6 0.3 0.2
H 2.7059 -3.8746 0.5772 0.2 0.1 0.2
H 0.3256 -4.2196 -0.2923 -0.2 0.0 -0.1
H 1.1168 -6.3227 1.8977 1.5 -0.7 -0.8
H -0.0411 -6.6108 0.5176 0.9 -0.6 -0.9
H 2.5599 -0.6596 2.4818 0.2 0.2 -0.1
H 3.6071 -1.9474 1.9741 0.1 0.0 0.0
H 5.2646 -0.2920 0.4389 0.0 -0.1 0.0
H 4.4447 1.1255 -0.0694 0.0 0.1 0.0
H 4.7402 0.0080 2.7835 -0.3 -0.2 -0.1
H 3.8617 1.5118 2.4567 -0.3 -0.2 0.0
H 6.7315 1.0588 1.6131 0.0 0.1 -0.2
H 5.7817 2.5963 1.6869 0.3 0.0 -0.4
H 7.4063 1.5577 3.7327 0.1 0.2 0.1
H 5.7827 1.2334 4.2747 -0.1 -0.1 0.0
H 8.0653 4.0023 3.3765 0.1 -0.1 0.0
H 7.1266 6.3108 4.3830 -0.1 0.1 0.1
H 4.6428 5.7517 5.3632 0.0 0.0 0.0
H 4.2169 3.1508 4.9351 0.1 -0.3 -0.1
H 5.3184 -2.5463 0.7479 0.0 -0.2 0.1
H 4.6374 -3.9044 -0.1684 0.1 -0.1 0.0
H 5.9502 -2.9159 -0.8302 0.0 -0.1 -0.1
H 4.1689 -0.2344 -3.0638 0.0 0.3 0.1
H 5.3929 -1.4494 -2.8532 0.0 0.0 0.0
H 5.5066 -0.0179 -1.8670 -0.1 0.2 -0.1
H 1.8688 -3.3386 -1.4847 0.1 -0.1 0.1
H 3.1231 -3.3723 -2.7064 0.1 -0.1 0.1
H 1.9782 -2.0635 -2.6811 0.0 0.0 0.0
C -6.8683 5.3652 -3.7197 0.2 0.3 0.4
C -5.9311 4.6741 -4.6761 -0.4 0.2 0.1
C -6.4207 3.3318 -5.1598 0.4 0.2 -0.2
O -5.1802 2.6414 -5.4221 0.0 0.0 0.1
C -4.2430 3.1767 -4.6151 0.0 0.1 -0.1
O -3.1581 2.7082 -4.4354 0.0 -0.2 0.1
O -4.6860 4.3094 -4.0350 0.0 -0.1 -0.1
H -7.8893 5.3385 -4.0958 0.0 0.0 -0.1
H -6.8390 4.9083 -2.7291 0.0 -0.2 -0.1
H -6.5805 6.4088 -3.5936 0.0 0.0 -0.1
H -5.6941 5.3329 -5.5142 0.1 0.0 0.0
H -7.0226 3.3961 -6.0589 0.1 -0.1 -0.1
H -6.9666 2.7860 -4.4014 0.0 0.0 0.1
C -9.9757 -2.1131 -3.1968 0.3 -0.1 -0.3
C -9.4753 -0.6969 -3.0392 -0.3 -0.4 0.0
C -10.5385 0.3068 -2.6560 0.0 0.1 0.1
O -10.0302 1.5188 -3.2318 0.0 -0.1 0.0
C -9.2627 1.1716 -4.2904 -0.1 0.0 -0.1
O -8.8588 1.9376 -5.1076 -0.3 -0.1 0.0
O -9.0182 -0.1568 -4.2948 0.1 0.2 0.1
H -10.6075 -2.3967 -2.3550 0.0 0.0 0.0
H -10.5414 -2.2195 -4.1222 -0.1 0.1 0.1
H -9.1424 -2.8130 -3.2472 0.0 0.0 0.0
H -8.6377 -0.6647 -2.3375 0.0 0.1 0.0
H -10.6564 0.4139 -1.5808 0.1 0.2 0.0
H -11.5098 0.0888 -3.1055 0.0 -0.1 0.0
C -3.0772 -9.1354 3.7607 -0.1 -0.3 -0.2
C -1.6144 -9.3960 4.0328 -0.4 0.2 0.0
C -0.7828 -8.1504 4.2383 0.1 0.1 0.2
O 0.5144 -8.5699 3.7917 -0.2 0.1 -0.1
C 0.3209 -9.5596 2.8768 0.1 -0.1 -0.1
O 1.1662 -9.9826 2.1614 0.1 0.0 -0.1
O -0.9647 -9.9835 2.8915 0.1 0.1 0.2
H -3.4810 -8.4125 4.4701 0.0 0.0 0.0
H -3.2180 -8.7611 2.7465 0.1 0.1 0.0
H -3.6547 -10.0548 3.8472 0.0 0.0 0.0
H -1.5009 -10.0844 4.8739 0.1 0.0 0.0
H -0.7437 -7.8338 5.2779 0.2 0.0 0.0
H -1.1119 -7.3116 3.6176 -0.1 -0.1 0.0
C 10.3996 -1.9099 5.9244 0.2 -0.1 -0.3
C 10.8778 -0.4781 5.8701 -0.2 -0.4 0.1
C 9.9019 0.5321 6.4299 0.1 0.1 0.1
O 10.2201 1.7096 5.6801 -0.1 -0.1 0.0
C 10.7338 1.3075 4.4903 0.1 0.0 -0.1
O 10.9059 2.0205 3.5574 -0.1 0.0 -0.1
O 11.0107 -0.0196 4.5119 0.0 0.1 0.1
H 9.9919 -2.1456 6.9077 0.0 0.0 0.0
H 9.6366 -2.0887 5.1664 -0.1 0.1 0.1
H 11.2196 -2.5982 5.7234 0.0 0.0 0.0
H 11.8543 -0.3851 6.3514 0.0 0.1 0.0
H 10.0349 0.7093 7.4942 0.0 0.2 0.0
H 8.8589 0.2656 6.2362 0.0 -0.1 0.0
C -9.9003 5.2377 -7.3053 0.2 -0.2 0.3
C -9.4037 6.6206 -6.9519 -0.2 -0.4 -0.3
C -9.2670 7.5599 -8.1283 -0.1 0.2 0.0
O -8.2117 8.4317 -7.7002 0.0 -0.1 0.0
C -7.4393 7.7392 -6.8324 0.1 0.1 0.0
O -6.3724 8.0843 -6.4430 0.0 0.0 0.1
O -8.0489 6.5828 -6.4648 -0.1 0.1 0.0
H -10.7677 5.2941 -7.9632 0.0 0.1 0.0
H -9.1156 4.6609 -7.7955 0.0 0.1 -0.1
H -10.1888 4.6884 -6.4091 0.0 0.0 0.0
H -10.0282 7.0603 -6.1699 0.0 0.1 0.0
H -10.1730 8.1261 -8.3286 0.1 0.2 0.0
H -8.9497 7.0514 -9.0419 0.0 -0.1 0.0
```
Positions in Å, forces in eV/Å.

- Multiplicity: 1
- Highest occupied orbital energy: -9.69 eV
- Net charge: +1
- Frontier orbital gap: 7.80 eV
- Energy: -3701.90522 a.u.
- LUMO level: -1.89 eV

Atomic partial charges in e from the Löwdin method, atoms 1 to 4: atom 1 (C): -0.045, atom 2 (C): -0.207, atom 3 (O): -0.109, atom 4 (C): -0.395



Entry 4:
The following is a quantum chemistry calculation of a 13-piece molecular cluster, H26O13 overall in a non-equilibrium geometry, from OMol25.

Geometry as XYZ:
```
39
Properties=species:S:1:pos:R:3:forces:R:3
O 3.7212 -1.1454 2.3033 1.2 -1.9 -0.4
H 3.1218 -1.5181 1.6322 -0.1 0.7 0.3
H 4.4181 -1.8616 2.3078 -0.8 1.4 0.2
O -2.3160 0.2847 1.8094 -1.4 0.1 1.3
H -2.6868 -0.5411 1.5135 -0.5 -0.4 -0.1
H -1.4922 0.3150 1.3674 1.6 0.3 -0.9
O -1.4938 2.5493 -0.2341 -1.5 -1.4 0.5
H -0.6767 2.8203 -0.5955 1.4 1.1 -0.5
H -2.0296 3.2440 0.1401 0.2 0.5 0.0
O 0.9754 -0.1684 3.0171 0.1 -3.1 0.6
H 0.2290 -0.6036 3.4656 0.5 0.1 -0.2
H 0.6615 0.6899 2.9102 -0.5 3.0 -0.3
O -1.1035 -1.1710 -1.6191 1.3 -0.2 -0.3
H -1.2775 -2.0937 -1.5747 0.2 -1.5 0.0
H -1.9261 -0.8118 -1.2983 -1.3 1.1 0.2
O -0.9846 1.3386 -3.3857 -1.3 0.8 -1.0
H -1.0745 2.3048 -3.3634 -0.3 -0.3 -0.5
H -0.4076 1.2734 -2.6485 1.4 -0.4 1.2
O 1.6691 -2.2618 0.6811 0.1 -0.5 1.1
H 1.6167 -2.4754 -0.2553 0.3 -0.5 0.0
H 1.8103 -3.0479 1.2735 0.0 0.8 -1.4
O 0.0552 0.2342 0.3522 0.8 0.1 0.5
H 0.6861 -0.2549 0.8984 0.2 0.1 0.6
H -0.2665 -0.4613 -0.2192 -0.6 -0.6 -1.0
O 0.9216 1.9503 -1.4983 0.9 -0.4 0.6
H 1.8438 1.8011 -1.7845 -0.7 0.2 -0.2
H 0.8141 1.2641 -0.7889 -0.2 0.4 -0.3
O -0.8672 -3.0499 1.3872 -1.6 -0.7 0.1
H -1.1269 -2.6402 2.2155 0.1 0.1 0.0
H 0.0224 -2.8029 1.2068 0.9 0.8 -0.1
O -3.0656 0.4758 -1.2713 -1.0 -1.1 -1.5
H -2.3453 1.0838 -1.1499 0.6 1.2 0.5
H -3.0961 0.3868 -2.2555 -0.1 0.3 1.0
O 1.4434 -0.4734 -2.9203 -0.4 0.4 1.1
H 0.4845 -0.4472 -2.7618 0.3 -0.1 0.0
H 1.5093 -1.0317 -3.6726 0.3 -0.7 -1.1
O 0.7553 2.4539 1.9634 0.4 0.4 0.7
H 1.4702 2.2934 1.3490 0.4 0.1 -0.1
H 0.0075 2.0979 1.5033 -1.0 -0.1 -0.6
```
Positions in Å, forces in eV/Å.

- Multiplicity: 1
- Highest occupied orbital energy: -10.96 eV
- Net charge: 0
- Frontier orbital gap: 10.79 eV
- Energy: -993.71139 a.u.
- LUMO level: -0.16 eV

Atomic partial charges in e from the Löwdin method, atoms 1 to 4: atom 1 (O): -0.092, atom 2 (H): -0.027, atom 3 (H): 0.060, atom 4 (O): -0.030



Entry 5:
The following is a quantum chemistry calculation of C3H3Br4NO3 as an isolated structure in a non-equilibrium geometry, from OMol25.

Geometry as XYZ:
```
14
Properties=species:S:1:pos:R:3:forces:R:3
C 0.5483 0.1164 -1.6145 -1.0 -0.9 -1.2
C 0.3594 0.6581 -0.2890 1.9 4.1 0.7
C -0.0010 -0.1809 0.8398 0.4 -2.7 1.9
N -1.4396 -0.7751 0.6779 2.1 0.5 0.2
O -1.7109 -1.1134 -0.4239 -1.2 -0.3 -1.5
O -2.0406 -0.9684 1.6696 -1.3 0.0 2.0
O 0.3024 0.3944 2.0165 0.0 0.6 -2.4
Br 0.5884 1.3873 -3.0834 0.1 -0.6 0.4
Br 2.1507 1.4594 0.1660 0.0 -0.1 0.0
Br -0.8564 2.1844 -0.2131 -0.5 -0.1 0.1
Br 0.9583 -2.1206 0.7085 -0.3 1.4 0.1
H 1.4619 -0.4214 -1.5455 0.7 -0.5 -0.6
H -0.2748 -0.5782 -1.6680 -0.1 -0.2 -1.3
H -0.0462 -0.0420 2.7592 -1.1 -1.3 1.5
```
Positions in Å, forces in eV/Å.

- Multiplicity: 1
- Highest occupied orbital energy: -10.42 eV
- Net charge: 0
- Frontier orbital gap: 9.08 eV
- Energy: -10692.51081 a.u.
- LUMO level: -1.34 eV

Atomic partial charges in e from the Löwdin method, atoms 1 to 4: atom 1 (C): -0.768, atom 2 (C): -1.195, atom 3 (C): -0.777, atom 4 (N): -0.458